This record from the OMol25 dataset describes a molecular structure, C15H20Br15ClO4 in a non-equilibrium geometry. The level of theory is wB97M-V/def2-TZVPD.

Properties
E = -39954.8711 Eh
highest occupied orbital energy = -9.88 eV
LUMO level = -0.30 eV
orbital gap = 9.58 eV
net charge = 0

Positions of all 55 atoms, in Å:
C1 3.778 -0.078 0.164
C2 3.935 1.171 -0.704
C3 2.710 1.444 -1.553
Cl1 2.793 3.193 -2.025
C4 2.540 0.494 -2.752
C5 1.443 -0.587 -2.622
O1 0.208 -0.112 -2.108
C6 -0.009 -0.346 -0.792
C7 -0.690 0.786 -0.083
O2 0.272 -1.388 -0.240
C8 3.780 -0.218 -3.299
C9 3.706 0.058 -4.805
O3 3.161 1.375 -4.882
C10 2.110 1.330 -3.999
O4 1.039 1.838 -4.238
H1 3.215 -0.865 -0.331
H2 3.245 0.156 1.080
H3 4.745 -0.460 0.464
H4 4.849 1.130 -1.282
H5 4.051 2.018 -0.038
H6 1.835 1.366 -0.924
H7 1.238 -0.948 -3.624
H8 1.823 -1.440 -2.070
H9 -1.108 0.435 0.848
H10 0.011 1.585 0.133
H11 -1.449 1.197 -0.740
H12 3.730 -1.303 -3.241
H13 4.743 0.138 -2.968
H14 4.647 -0.094 -5.317
H15 2.982 -0.570 -5.328
C11 -1.623 -3.932 0.663
Br1 -0.276 -5.257 1.024
Br2 -2.928 -4.552 -0.613
Br3 -2.471 -3.296 2.269
H16 -1.116 -3.087 0.218
C12 -5.833 -1.874 0.098
Br4 -4.675 -0.390 -0.316
Br5 -7.400 -1.302 1.061
Br6 -6.293 -2.880 -1.476
H17 -5.277 -2.534 0.751
C13 -4.910 -1.391 5.169
Br7 -4.570 -0.752 3.387
Br8 -5.045 -3.309 5.223
Br9 -3.597 -0.735 6.417
H18 -5.867 -0.994 5.475
C14 3.479 6.465 -4.561
Br10 3.746 7.455 -6.195
Br11 3.390 4.571 -4.868
Br12 4.815 6.906 -3.242
H19 2.525 6.772 -4.158
C15 -5.040 -1.415 10.076
Br13 -3.493 -1.510 11.217
Br14 -5.989 -3.089 10.021
Br15 -6.198 0.043 10.568
H20 -4.688 -1.218 9.076